C18H11BrN4O4Pd as an isolated structure in a non-equilibrium geometry, computed with ωB97M-V/def2-TZVPD.

Output
Largest force on an atom = 1.35 eV/Å
Gap between HOMO and LUMO (spin up / spin down) = 6.111 / 6.094 eV
LUMO energy (spin up / spin down) = -10.703 / -10.720 eV

Geometry as ORCA input:
```
! RIJCOSX wB97M-V def2-TZVPD def2/J DEFGRID3
* xyz 2 1
Pd 0.3967 -0.5841 -0.4380
Br 0.1935 1.6266 2.2669
O 3.7584 0.6816 1.2973
O -0.8331 -0.9693 -1.9313
O 2.4838 -1.3633 2.8714
O -2.8029 -0.4797 -2.8887
N 1.5106 0.8095 -1.4171
N -1.1572 0.7024 -0.0250
N 1.8011 -0.5024 0.8058
N -0.2777 -2.0592 0.7915
C -1.1979 1.5419 1.0317
C -3.3445 2.3059 0.2869
C 3.4784 2.1198 -1.2168
C -0.9188 -3.9766 2.6431
C -2.1574 0.6448 -0.9085
C -1.6740 -3.8296 1.4923
C 1.2641 1.3087 -2.6282
C 0.4841 -2.2152 1.8889
C 1.7084 -1.3471 1.9771
C 2.6033 1.1844 -0.7284
C -1.9806 -0.3395 -2.0421
C -2.3025 2.3614 1.2016
C 2.1158 2.2492 -3.1878
C 2.8438 0.4743 0.5749
C -3.2763 1.4361 -0.7865
C 3.2248 2.6697 -2.4737
C 0.1904 -3.1542 2.8437
C -1.3284 -2.8499 0.5735
H 0.8391 -3.2360 3.7062
H -2.5222 -4.4681 1.2894
H -1.8794 -2.6998 -0.3452
H -4.2085 2.9450 0.4175
H -2.3292 3.0309 2.0489
H -4.0554 1.3464 -1.5329
H 3.8943 3.4103 -2.8905
H 0.3897 0.9400 -3.1475
H -1.1802 -4.7288 3.3755
H 4.3419 2.3827 -0.6195
H 1.9040 2.6313 -4.1764
*
```

Charges per atom according to natural (NBO) partitioning, unit e: number 1, Pd, carries 1.42; number 2, Br, carries 0.23; number 3, O, carries -0.40; number 4, O, carries -0.69; number 5, O, carries -0.40; number 6, O, carries -0.47; number 7, N, carries -0.43; number 8, N, carries -0.34; number 9, N, carries -0.61; number 10, N, carries -0.43; number 11, C, carries 0.11; number 12, C, carries -0.07; number 13, C, carries -0.16; number 14, C, carries -0.09; number 15, C, carries 0.10; number 16, C, carries -0.20; number 17, C, carries 0.07; number 18, C, carries 0.08; number 19, C, carries 0.64; number 20, C, carries 0.08; number 21, C, carries 0.73; number 22, C, carries -0.22; number 23, C, carries -0.20; number 24, C, carries 0.64; number 25, C, carries -0.18; number 26, C, carries -0.09; number 27, C, carries -0.16; number 28, C, carries 0.07; number 29, H, carries 0.28; number 30, H, carries 0.27; number 31, H, carries 0.25; number 32, H, carries 0.27; number 33, H, carries 0.28; number 34, H, carries 0.29; number 35, H, carries 0.27; number 36, H, carries 0.25; number 37, H, carries 0.27; number 38, H, carries 0.28; number 39, H, carries 0.27

C27H47BIN4NaP2 as an isolated structure, computed with ωB97M-V/def2-TZVPD.

Output
Largest force on an atom = 0.29 eV/Å
Gap between HOMO and LUMO = 6.133 eV
LUMO energy = 0.128 eV

Geometry as ORCA input:
```
! RIJCOSX wB97M-V def2-TZVPD def2/J DEFGRID3
* xyz 0 1
I 1.1086 -7.3996 -1.9479
P 2.8443 -0.3938 -0.0384
P -3.1375 -0.2884 0.8369
Na -0.1905 -1.7820 1.3246
N 1.1005 1.5363 0.9617
N 0.4260 -3.7854 0.1712
N 1.5254 -3.4761 -0.5345
N -1.1484 1.6286 1.1996
C -4.6647 1.0387 -1.2662
C 1.0660 -5.5325 -1.0867
C 3.1169 -0.9466 -2.7487
C -0.7048 2.8904 0.8346
C 4.2183 1.1873 -2.0495
C -2.2343 0.6512 -1.5777
C 0.6983 2.8365 0.6905
C 2.4869 1.1414 0.9470
C -4.7506 -0.4041 1.8089
C 4.5239 -0.8260 0.6924
C 0.1362 -5.0346 -0.1609
C -3.7896 -1.2717 -1.6663
C -0.6644 5.2004 0.2096
C 1.7379 1.0060 -2.1149
C 5.2516 -1.8137 -0.2249
C -5.5362 0.8958 2.0030
C -5.6642 -1.4584 1.1805
C 3.0371 0.2525 -1.7948
C 0.7142 5.1466 0.0681
C -3.5206 0.0698 -0.9736
C 1.9420 -4.4928 -1.3046
C 1.4109 3.9626 0.3105
C 5.4536 0.3453 1.0167
C -4.3256 -0.9247 3.1919
C 4.1929 -1.5671 1.9986
C -1.3879 4.0733 0.5985
C -2.5496 1.3660 1.4517
B -0.0350 0.6873 1.3212
H 4.6022 -2.6450 -0.5138
H 3.1667 -0.5840 -3.7796
H -5.8519 1.3414 1.0620
H 0.8558 0.4172 -1.8548
H 2.8365 0.9403 1.9638
H -2.4620 4.1353 0.7201
H 1.7074 1.2141 -3.1886
H -5.6366 0.6323 -0.9855
H -1.1883 6.1292 0.0242
H -3.9413 -1.1044 -2.7369
H 5.1767 0.6727 -1.9722
H 2.8055 -4.4130 -1.9429
H 5.6223 -1.3358 -1.1318
H -4.5288 1.9960 -0.7591
H -5.2030 -1.0067 3.8404
H -0.7194 -5.5326 0.2649
H -6.1140 -1.1115 0.2499
H -2.9383 -1.9457 -1.5478
H 1.9337 -2.5400 -0.4295
H -2.3244 0.6532 -2.6686
H 2.2209 -1.5680 -2.6746
H -4.6736 -1.7770 -1.2791
H 2.4889 3.9398 0.2069
H -3.1641 2.1533 1.0079
H 4.2253 2.0354 -1.3623
H -5.1251 -2.3868 0.9780
H 3.9944 -1.5696 -2.5750
H -6.4786 -1.6899 1.8734
H -2.0532 1.6755 -1.2505
H 5.0120 1.0267 1.7442
H -4.9644 1.6395 2.5582
H 3.6166 -0.9493 2.6897
H 5.1205 -1.8546 2.5016
H 3.1124 1.9489 0.5614
H 1.2605 6.0329 -0.2280
H -2.7565 1.3870 2.5264
H -6.4373 0.6799 2.5861
H 3.6196 -2.4761 1.8026
H -3.6127 -0.2595 3.6831
H 6.3778 -0.0435 1.4551
H 4.1438 1.5921 -3.0634
H -1.3581 0.0594 -1.3044
H 1.6680 1.9562 -1.5870
H -3.8661 -1.9115 3.1134
H 6.1117 -2.2352 0.3026
H -4.6933 1.2430 -2.3412
H 5.7242 0.9197 0.1329
*
```

Charges per atom according to Mulliken partitioning, unit e: number 1, I, carries 0.12; number 2, P, carries 1.25; number 3, P, carries 0.14; number 4, Na, carries 0.83; number 5, N, carries 0.36; number 6, N, carries -0.74; number 7, N, carries 0.41; number 8, N, carries 0.45; number 9, C, carries -1.92; number 10, C, carries -0.83; number 11, C, carries -1.65; number 12, C, carries 0.45; number 13, C, carries -1.93; number 14, C, carries -2.27; number 15, C, carries 0.66; number 16, C, carries -0.96; number 17, C, carries 1.91; number 18, C, carries 1.88; number 19, C, carries -0.32; number 20, C, carries -1.86; number 21, C, carries -0.83; number 22, C, carries -2.48; number 23, C, carries -1.89; number 24, C, carries -1.78; number 25, C, carries -2.06; number 26, C, carries 2.34; number 27, C, carries -0.88; number 28, C, carries 2.25; number 29, C, carries -0.06; number 30, C, carries -0.60; number 31, C, carries -1.73; number 32, C, carries -1.81; number 33, C, carries -1.68; number 34, C, carries -0.72; number 35, C, carries -0.66; number 36, B, carries -0.29; number 37, H, carries 0.26; number 38, H, carries 0.51; number 39, H, carries 0.26; number 40, H, carries 0.55; number 41, H, carries 0.39; number 42, H, carries 0.41; number 43, H, carries 0.63; number 44, H, carries 0.36; number 45, H, carries 0.39; number 46, H, carries 0.50; number 47, H, carries 0.39; number 48, H, carries 0.50; number 49, H, carries 0.31; number 50, H, carries 0.29; number 51, H, carries 0.49; number 52, H, carries 0.46; number 53, H, carries 0.32; number 54, H, carries 0.32; number 55, H, carries -0.62; number 56, H, carries 0.72; number 57, H, carries 0.27; number 58, H, carries 0.35; number 59, H, carries 0.39; number 60, H, carries -0.02; number 61, H, carries 0.28; number 62, H, carries 0.42; number 63, H, carries 0.30; number 64, H, carries 0.52; number 65, H, carries 0.29; number 66, H, carries 0.30; number 67, H, carries 0.31; number 68, H, carries 0.32; number 69, H, carries 0.50; number 70, H, carries -0.10; number 71, H, carries 0.39; number 72, H, carries 0.46; number 73, H, carries 0.55; number 74, H, carries 0.32; number 75, H, carries 0.33; number 76, H, carries 0.55; number 77, H, carries 0.49; number 78, H, carries 0.30; number 79, H, carries 0.28; number 80, H, carries 0.37; number 81, H, carries 0.55; number 82, H, carries 0.49; number 83, H, carries 0.27

An isolated ion of composition CH2N2O3S and charge -2 in a non-equilibrium geometry, computed with ωB97M-V/def2-TZVPD.

Output
Largest force on an atom = 4.26 eV/Å
SMILES string = N=[SH]1([O-])N=C([O-])O1
Gap between HOMO and LUMO (spin up / spin down) = 5.955 / 5.957 eV
LUMO energy (spin up / spin down) = 6.819 / 6.819 eV

Geometry as ORCA input:
```
! RIJCOSX wB97M-V def2-TZVPD def2/J DEFGRID3
* xyz -2 1
S 0.5282 -0.2516 0.6996
O 0.9777 -0.2334 2.1078
O 1.1842 -2.5016 -2.3331
O -0.1957 -1.1409 -1.0573
N 1.7142 -1.7955 -0.2386
N 0.7858 1.1544 0.0547
C 0.9047 -1.9001 -1.2333
H -0.9591 -0.4395 1.0412
H 0.8458 0.7604 -0.8781
*
```

Charges per atom according to natural (NBO) partitioning, unit e: number 1, S, carries 1.74; number 2, O, carries -1.07; number 3, O, carries -0.85; number 4, O, carries -0.87; number 5, N, carries -0.71; number 6, N, carries -1.22; number 7, C, carries 0.72; number 8, H, carries -0.08; number 9, H, carries 0.35

C34H40F4IN3OPSTeTi as an isolated structure in a non-equilibrium geometry, computed with ωB97M-V/def2-TZVPD.

Output
Largest force on an atom = 2.24 eV/Å
Expectation value of S² = 2.016
Gap between HOMO and LUMO (spin up / spin down) = 5.043 / 6.836 eV
LUMO energy (spin up / spin down) = 2.187 / 2.195 eV

Geometry as ORCA input:
```
! RIJCOSX wB97M-V def2-TZVPD def2/J DEFGRID3
* xyz -1 3
I -2.1814 0.0850 2.8668
Te -0.1642 -0.8222 -2.9703
Ti -0.3361 0.0814 0.5610
S -2.0229 0.9053 -1.7802
P -1.6224 2.7375 0.7593
F 1.2966 4.0537 -2.1870
F 3.5232 2.4780 2.5594
F 4.2149 4.7704 1.4463
F 0.5822 1.6409 -1.1322
O -3.3088 0.5461 -2.4350
N 3.2579 -0.7740 -0.1900
N -1.6922 -0.0108 -0.5872
N 1.4646 0.7898 1.2043
C -1.7977 -2.1998 -2.6082
C 0.9630 -4.0425 0.5311
C 1.4212 2.4876 -0.4321
C 0.9258 -4.4544 1.8381
C 2.7471 4.4864 -0.3698
C -0.3700 -3.2940 5.1173
C -0.7867 -4.2485 -5.5961
C 0.3373 -3.6371 2.8217
C -0.1810 3.5354 3.0086
C 2.3592 -0.0291 2.0003
C -3.4512 2.4908 0.4385
C 3.6111 -2.1427 -0.5091
C 0.4763 -2.7783 0.1756
C -0.0965 -1.9114 1.0891
C 3.2841 4.0138 0.8182
C 3.7856 0.1209 -1.2017
C -0.7920 -1.6171 3.4686
C 0.4866 -2.5382 -4.2518
C -0.1973 -2.3677 2.4348
C -3.0156 -4.8749 -4.9797
C -1.3200 4.2561 -0.2958
C -0.7290 -3.3520 -4.5387
C -4.4476 3.0742 1.4318
C -1.8386 -3.2056 -3.7050
C 1.9263 1.9669 0.7921
C -1.9271 -4.9977 -5.8261
C -2.3228 5.4037 -0.2429
C 0.2498 -4.0626 4.1633
C -1.5937 3.5761 2.4369
C 3.6179 -0.3894 1.1746
C 2.9155 2.8111 1.3848
C -2.9670 -3.9855 -3.9210
C 1.8120 3.6768 -0.9984
C -0.9249 -2.0675 4.7590
H 4.2941 0.4726 1.1567
H -5.4554 2.9316 1.0457
H -0.4307 -3.6283 6.1454
H 0.1870 2.5055 3.0288
H 4.1452 -1.2009 1.6885
H 0.9699 -2.2022 -5.1680
H 2.6757 0.4558 2.9365
H -3.9059 -5.4633 -5.1492
H -3.6405 2.8827 -0.5659
H -2.2656 3.0358 3.1042
H -1.9639 -5.6797 -6.6640
H -2.7182 -1.6203 -2.5625
H 1.2142 -3.1404 -3.7033
H -2.4665 5.7610 0.7748
H 3.1808 -2.8124 0.2290
H -4.2965 4.1393 1.5872
H 0.5833 -2.4719 -0.8652
H -3.6012 1.4085 0.3814
H -1.4415 -1.4611 5.4869
H 0.5055 4.1350 2.4094
H 1.8377 -0.9528 2.2682
H 3.0604 5.4210 -0.7947
H 3.5725 1.1538 -0.9414
H -3.8136 -3.8866 -3.2558
H 3.3031 -0.1009 -2.1553
H 1.3943 -4.6832 -0.2281
H 1.3208 -5.4191 2.1263
H 3.2030 -2.3920 -1.4883
H -1.9367 4.6079 2.3702
H -1.9506 6.2343 -0.8413
H 0.0728 -4.3573 -6.2458
H 0.6759 -5.0192 4.4300
H -1.2372 3.9020 -1.3302
H 4.8777 0.0177 -1.3290
H -4.3758 2.5562 2.3865
H 4.7036 -2.2989 -0.5409
H -0.1695 3.9213 4.0281
H -0.3347 4.6311 -0.0011
H -3.2858 5.1047 -0.6455
H -1.6586 -2.6725 -1.6312
*
```

Charges per atom according to Mulliken partitioning, unit e: number 1, I, carries 0.02; number 2, Te, carries 0.20; number 3, Ti, carries -1.14; number 4, S, carries 0.56; number 5, P, carries 0.52; number 6, F, carries -0.39; number 7, F, carries -0.43; number 8, F, carries -0.40; number 9, F, carries 0.06; number 10, O, carries -0.83; number 11, N, carries 0.87; number 12, N, carries 0.08; number 13, N, carries 1.62; number 14, C, carries -0.91; number 15, C, carries -1.49; number 16, C, carries -1.00; number 17, C, carries -0.86; number 18, C, carries -0.81; number 19, C, carries -0.68; number 20, C, carries -0.70; number 21, C, carries 0.95; number 22, C, carries -1.08; number 23, C, carries -0.97; number 24, C, carries -0.56; number 25, C, carries -1.31; number 26, C, carries 0.24; number 27, C, carries 0.79; number 28, C, carries 0.28; number 29, C, carries -1.04; number 30, C, carries 0.00; number 31, C, carries -1.44; number 32, C, carries 0.65; number 33, C, carries -0.59; number 34, C, carries -0.36; number 35, C, carries 0.70; number 36, C, carries -1.36; number 37, C, carries 0.48; number 38, C, carries 0.78; number 39, C, carries -0.51; number 40, C, carries -1.43; number 41, C, carries -0.85; number 42, C, carries -0.85; number 43, C, carries -1.23; number 44, C, carries 0.55; number 45, C, carries -0.56; number 46, C, carries -0.38; number 47, C, carries -0.54; number 48, H, carries 0.40; number 49, H, carries 0.41; number 50, H, carries 0.37; number 51, H, carries -0.02; number 52, H, carries 0.59; number 53, H, carries 0.49; number 54, H, carries 0.36; number 55, H, carries 0.38; number 56, H, carries 0.56; number 57, H, carries 0.39; number 58, H, carries 0.38; number 59, H, carries 0.57; number 60, H, carries 0.37; number 61, H, carries 0.24; number 62, H, carries 0.42; number 63, H, carries 0.31; number 64, H, carries 0.15; number 65, H, carries 0.56; number 66, H, carries 0.41; number 67, H, carries 0.20; number 68, H, carries 0.05; number 69, H, carries 0.47; number 70, H, carries 0.31; number 71, H, carries 0.47; number 72, H, carries 0.19; number 73, H, carries 0.50; number 74, H, carries 0.34; number 75, H, carries 0.14; number 76, H, carries 0.50; number 77, H, carries 0.47; number 78, H, carries 0.42; number 79, H, carries 0.38; number 80, H, carries 0.34; number 81, H, carries 0.36; number 82, H, carries 0.22; number 83, H, carries 0.37; number 84, H, carries 0.53; number 85, H, carries 0.14; number 86, H, carries 0.29; number 87, H, carries 0.35

Let's list energy above the lowest of the compared OMol25 structures with the same formula, charge and spin in order: 0.177; 0.000; 3.949; 2.828 eV.